C30H35Br2N4O4 | ωB97M-V/def2-TZVPD

Computed properties:
* energy relative to the best compared isomer or geometry (same formula, charge and spin): 49.71 kcal/mol
* DFT total energy: -6831.84628 Eh
* strongest force on any atom: 4.92 eV/A

```
! RIJCOSX wB97M-V def2-TZVPD def2/J DEFGRID3
* xyz 1 1
C -4.73468 -2.97047 3.64060
O -3.51845 -3.34947 4.31983
C -2.36154 -3.13473 3.64526
C -2.25253 -2.61973 2.35165
C -1.06007 -2.00902 1.97939
C -0.99506 -1.17843 0.73202
C -1.07435 0.32094 1.11562
C -2.42735 0.77421 1.68620
O -2.93251 0.41397 2.74962
N -2.92663 1.71164 0.83000
C -4.25469 2.25510 0.99397
C -2.12598 1.97142 -0.36393
C -2.85165 1.40627 -1.59253
C -1.93734 3.48790 -0.49217
N -0.90050 1.20858 -0.04365
C 0.20787 1.09646 -0.82574
C 0.27550 1.68108 -2.09184
C 1.45343 1.77092 -2.82666
C 1.46321 2.42759 -4.13201
C 2.65587 2.41357 -4.88830
C 2.81364 3.13060 -6.06714
C 1.77634 3.94254 -6.55447
C 0.55994 4.00070 -5.83350
C 0.39545 3.25034 -4.65927
C 0.07969 -2.08819 2.77986
C 0.00992 -2.72670 4.02123
O 0.98710 -2.81034 4.95732
C 2.31661 -2.35983 4.61987
C -1.20666 -3.30784 4.42841
O -1.30797 -3.86449 5.66651
C -1.57862 -3.01161 6.80264
H -5.53152 -3.21092 4.34801
H -4.72173 -1.89092 3.40963
H -4.84671 -3.55422 2.71237
H -3.12135 -2.58111 1.68418
H -0.02946 -1.33703 0.21890
H -1.81297 -1.41914 0.02561
H -0.27709 0.53436 1.86168
H -4.69685 1.88598 1.92139
H -4.21964 3.34780 1.02550
H -4.89360 1.96956 0.15121
H -3.13434 0.35984 -1.41390
H -3.75682 1.99443 -1.78041
H -2.22348 1.45175 -2.48219
H -1.68324 3.91580 0.48593
H -1.15849 3.74005 -1.21158
H -2.88217 3.93559 -0.82188
H 1.02802 0.52371 -0.36202
H -0.58141 2.23163 -2.45477
H 2.40266 1.79194 -2.21130
H 3.47768 1.80841 -4.53693
H 3.73899 3.07126 -6.64674
H 1.87834 4.50757 -7.48901
H -0.26011 4.62994 -6.22692
H -0.55261 3.32043 -4.11209
H 1.01208 -1.62530 2.43070
H 2.91386 -2.60932 5.50160
H 2.70218 -2.88723 3.72991
H 2.31618 -1.27066 4.44699
H -1.64169 -3.70276 7.63716
H -0.75857 -2.30762 6.94081
H -2.52294 -2.48750 6.65779
Br 2.95140 -3.73307 -2.29340
C 3.57714 -1.93426 -2.48892
C 4.98006 -1.72697 -2.40019
N 5.84544 -2.73585 -2.18872
C 5.43023 -0.38710 -2.39163
Br 7.28960 -0.03082 -2.07772
C 4.50982 0.63968 -2.44678
N 3.16595 0.41608 -2.57347
C 2.70242 -0.85736 -2.53682
H 6.83941 -2.58052 -2.03900
H 5.55448 -3.69940 -2.10553
H 4.82116 1.67944 -2.34012
H 1.62167 -1.01913 -2.50608
*
```

These are the Löwdin partial charges, in e, on atoms 1 to 2: atom 1 (C): -0.0428, atom 2 (O): -0.0606

=====

C7H9N | ωB97M-V/def2-TZVPD

Computed properties:
* energy relative to the best compared isomer or geometry (same formula, charge and spin): 227.36 kcal/mol
* DFT total energy: -326.52865 Eh
* strongest force on any atom: 10.23 eV/A

```
! RIJCOSX wB97M-V def2-TZVPD def2/J DEFGRID3
* xyz 0 1
C -0.21027 2.17063 -0.52910
C -0.26714 0.96339 0.01301
C -1.61739 0.48391 0.29726
C -1.70451 -0.95534 0.66467
C -1.52757 -2.25448 0.64026
C 1.10901 0.15120 0.03890
C 1.43889 -1.09654 -0.43423
H -0.06960 2.77521 0.35999
H 0.59913 2.37287 -1.30692
H -1.25610 2.13860 -1.12979
H -2.41020 0.98481 -0.46881
H -0.73142 -3.47679 0.60236
H 1.94496 0.98512 0.19959
H 0.65174 -1.61293 -0.72262
H 2.41323 -1.65899 -0.61194
H 0.37496 -1.11890 1.34726
N 1.26227 -0.85178 1.04011
*
```

These are the natural (NBO) partial charges, in e, on atoms 1 to 2: atom 1 (C): -0.6794, atom 2 (C): 0.1489

=====

C8H8Cl2GaN2O3SeY | ωB97M-V/def2-TZVPD

Computed properties:
* DFT total energy: -5928.04155 Eh
* strongest force on any atom: 10.69 eV/A

```
! RIJCOSX wB97M-V def2-TZVPD def2/J DEFGRID3
* xyz 4 1
Ga 0.51166 -0.74097 -3.80846
Y -0.99007 0.30533 1.52381
Cl -0.60509 -2.23406 -2.57142
Cl -2.70974 2.05777 1.06593
C 1.06331 1.21101 1.09727
C 0.60076 -2.60696 -4.88586
C 0.05316 0.96827 -4.49049
O 2.06634 1.80624 1.09998
O 0.38576 -3.72915 -5.03732
O -0.32662 2.02959 -4.82280
C -2.86168 -0.22284 3.85808
N -1.41668 0.15999 3.76466
C -0.81148 1.07577 4.63439
C 0.51543 0.89642 4.52492
N 0.73796 -0.13556 3.61133
C 2.02788 -0.77472 3.34506
C -0.43477 -0.80485 3.37751
Se -0.77506 -2.36641 2.25796
H -3.41041 0.24625 3.01464
H -3.25770 0.14743 4.82027
H -2.96125 -1.32429 3.80594
H -1.41674 1.72341 5.25182
H 1.35138 1.37495 4.97829
H 2.63316 -0.09716 2.75970
H 2.51390 -0.99975 4.28851
H 1.87599 -1.71213 2.79964
*
```

These are the natural (NBO) partial charges, in e, on atoms 1 to 2: atom 1 (Ga): 1.5047, atom 2 (Y): 1.6359

=====

C26H35ClF2NO8 | ωB97M-V/def2-TZVPD

Computed properties:
* energy relative to the best compared isomer or geometry (same formula, charge and spin): 4.08 kcal/mol
* DFT total energy: -2328.03488 Eh
* strongest force on any atom: 1.05 eV/A

```
! RIJCOSX wB97M-V def2-TZVPD def2/J DEFGRID3
* xyz 1 1
C 2.93105 0.45603 0.64996
C 1.80571 -0.01976 1.58609
C 1.61809 0.87879 2.81116
C 1.01941 2.24785 2.48172
C 1.21127 3.18992 3.67391
C -0.40860 2.19961 1.87906
C -0.82536 3.61590 1.41699
N -1.90508 4.10459 2.36916
Cl -3.41126 4.34246 1.48648
C -1.97225 3.09536 3.48580
C -3.28278 3.10777 4.28972
C -3.03335 2.70808 5.73960
F -3.81119 4.37997 4.25191
C -1.60778 1.81371 2.76257
C -1.61534 0.54341 3.61254
C -1.63296 -0.75335 2.78381
C -0.65125 -1.82739 3.24273
F -1.42653 -0.46142 1.43733
H 3.55034 1.22135 1.11812
H 3.59433 -0.37305 0.41602
H 2.52034 0.82738 -0.28416
H 2.05536 -1.01330 1.96109
H 0.87471 -0.12711 1.03398
H 2.60788 1.05640 3.23638
H 1.05582 0.35378 3.58161
H 1.63497 2.64029 1.66501
H 0.66874 2.86408 4.55986
H 2.26479 3.17551 3.94968
H 0.98580 4.23541 3.45240
H -0.35317 1.57747 0.99394
H -0.02202 4.34420 1.36878
H -1.25088 3.54802 0.42217
H -1.66716 5.04695 2.66910
H -1.19944 3.43327 4.17670
H -3.98550 2.40800 3.83493
H -3.83532 2.08156 6.11762
H -2.95631 3.61283 6.33703
H -2.10145 2.15529 5.83863
H -2.44347 1.66662 2.06063
H -2.54139 0.55457 4.18824
H -0.81744 0.55210 4.35456
H -2.63651 -1.17167 2.84362
H -1.18700 -2.67028 3.67234
H -0.12712 -2.21023 2.36884
H 0.07021 -1.45988 3.96581
C 0.32745 -3.91116 -2.17616
C 0.96041 -2.73148 -2.19800
C 0.27210 -1.44636 -1.82725
O 0.94147 -0.42685 -1.84540
C -1.12765 -1.48982 -1.45484
C -1.76403 -2.66884 -1.43635
C -1.06856 -3.96041 -1.78855
O -1.73188 -4.97736 -1.72241
O -3.03783 -2.80921 -1.10651
O 2.23402 -2.59036 -2.53792
H 0.81324 -4.83819 -2.44480
H -1.61661 -0.56062 -1.19927
H -3.23267 -3.76428 -1.18233
H 2.42852 -1.63702 -2.46751
C 2.68835 -2.44629 -6.18350
C 3.39746 -2.39813 -7.32053
C 2.73682 -2.37711 -8.67667
O 3.46598 -2.31603 -9.64666
C 1.28727 -2.43226 -8.74229
C 0.58137 -2.48397 -7.60551
C 1.24253 -2.48158 -6.25198
O 0.51436 -2.51342 -5.27401
O -0.74275 -2.53668 -7.56738
O 4.71823 -2.36330 -7.35720
H 3.15100 -2.46646 -5.20690
H 0.82245 -2.43005 -9.71784
H -0.98711 -2.56472 -6.62370
H 4.96513 -2.32910 -8.30199
*
```

These are the Löwdin partial charges, in e, on atoms 1 to 2: atom 1 (C): -0.0836, atom 2 (C): -0.2391

=====

C15H22IN6O10OsPS3 | ωB97M-V/def2-TZVPD

Computed properties:
* DFT total energy: -3589.58894 Eh
* strongest force on any atom: 2.19 eV/A

```
! RIJCOSX wB97M-V def2-TZVPD def2/J DEFGRID3
* xyz 1 2
Os 0.09797 -0.46589 -1.33574
C -5.22845 2.22343 -1.78526
C -3.97849 2.83812 -2.37772
O -2.87822 2.84359 -1.45080
P -2.18769 1.53616 -0.88254
S -2.10887 0.07245 -2.30038
S -0.36767 2.16374 -0.28191
O -3.09043 0.92048 0.25897
C -3.52775 1.67765 1.41272
C -4.84345 1.10854 1.90168
H -6.02489 2.26884 -2.52118
H -5.53934 2.76786 -0.89744
H -5.05528 1.18285 -1.51801
H -4.13008 3.89147 -2.62322
H -3.67088 2.29591 -3.27661
H -3.62677 2.73364 1.14338
H -2.75982 1.56964 2.17957
H -5.59893 1.12310 1.12079
H -5.18298 1.71173 2.73867
H -4.71373 0.08649 2.24357
N 0.58681 -2.66975 -5.35537
C 0.96145 -1.82444 -4.39628
O 0.67343 -2.01180 -3.22034
C 1.80197 -0.64928 -4.86055
I 1.50252 1.06520 -3.57508
H 0.05750 -3.48942 -5.09667
H 0.86434 -2.57380 -6.31765
H 1.59079 -0.33515 -5.88156
H 2.86063 -0.90501 -4.77124
S -0.82746 -2.71631 -0.47867
C 0.53747 -3.16650 0.42260
N 1.77549 -3.27619 -0.06021
C 2.72727 -3.55315 1.00738
C 1.80735 -3.92496 2.18718
N 0.49932 -3.53826 1.69554
H 2.05427 -2.82824 -0.92458
H 3.33544 -2.66766 1.21794
H 3.38916 -4.37071 0.71901
H 2.05390 -3.38321 3.10101
H 1.82538 -4.99707 2.39694
H -0.33703 -3.58035 2.25062
O 5.56219 2.64921 3.08108
N 4.46567 2.56518 3.57939
O 4.13688 3.00545 4.65389
C 3.45793 1.84828 2.82380
C 2.19061 1.67176 3.37716
C 1.24780 0.93186 2.70373
C 1.51958 0.30337 1.44016
O 0.68920 -0.46743 0.89019
C 2.80735 0.62254 0.87010
C 3.75121 1.37177 1.55886
N 3.07520 0.24948 -0.45371
O 2.41598 -0.70088 -0.96225
O 3.91129 0.84390 -1.10758
N -0.06151 0.78502 3.28132
O -0.97921 0.46962 2.55120
O -0.17565 0.99882 4.46641
H 1.94395 2.13561 4.32486
H 4.71730 1.56272 1.11286
*
```

These are the natural (NBO) partial charges, in e, on atoms 1 to 2: atom 1 (Os): 0.8181, atom 2 (C): -0.6446

=====

C40H120N12O12P4S8 | ωB97M-V/def2-TZVPD

Computed properties:
* energy relative to the best compared isomer or geometry (same formula, charge and spin): 39.48 kcal/mol
* DFT total energy: -7706.74190 Eh
* strongest force on any atom: 2.12 eV/A

```
! RIJCOSX wB97M-V def2-TZVPD def2/J DEFGRID3
* xyz 0 1
O -0.19149 2.03888 1.76682
P -0.09703 1.40280 0.43428
N -0.17196 2.53526 -0.79377
C 0.89350 3.54297 -0.84430
C -1.33863 2.73077 -1.67724
N -1.20492 0.17887 0.19356
C -1.19062 -0.84624 -0.84096
C -2.53348 0.27570 0.84595
N 1.40414 0.68251 0.26988
C 2.26808 0.58771 1.43518
C 1.95152 0.30292 -1.03699
H 1.22646 3.72237 0.17476
H 0.53026 4.44766 -1.33524
H 1.72079 3.26530 -1.50897
H -2.25413 2.63755 -1.08750
H -1.39217 1.86362 -2.34423
H -1.28296 3.65312 -2.24213
H -1.94823 -0.61984 -1.59383
H -0.24519 -0.95058 -1.37059
H -1.37097 -1.83985 -0.42646
H -2.77110 1.33874 0.83824
H -3.31662 -0.38371 0.48033
H -2.42694 -0.06378 1.88201
H 3.00117 1.39548 1.52149
H 1.65739 0.62730 2.33847
H 2.74536 -0.39638 1.40005
H 3.00473 0.49495 -1.25507
H 1.46493 0.94619 -1.77865
H 1.69892 -0.73422 -1.23998
O 8.48887 -2.28497 3.12234
P 7.01899 -2.26694 3.08347
N 6.27987 -1.84378 1.62655
C 6.40363 -0.50976 1.01847
C 5.82403 -2.87190 0.68873
N 6.34939 -1.17543 4.14628
C 6.90100 -0.94524 5.46553
C 5.07697 -0.53409 3.93088
N 6.34088 -3.74651 3.46811
C 7.23267 -4.81480 3.93963
C 4.95127 -4.11112 3.51088
H 5.38030 -0.28905 0.71963
H 7.21138 -0.53389 0.28668
H 6.82680 0.15085 1.78172
H 4.75937 -3.06148 0.91797
H 6.22726 -3.86973 0.85705
H 5.86474 -2.42994 -0.30411
H 7.59855 -1.73011 5.73999
H 7.34104 0.05876 5.54613
H 6.12643 -0.82777 6.23308
H 5.06536 0.49823 4.29819
H 4.72000 -0.43651 2.90497
H 4.25599 -1.06470 4.43407
H 8.23677 -4.40199 3.99128
H 6.88791 -5.12416 4.92986
H 7.25417 -5.69647 3.29223
H 4.28876 -3.50966 2.87769
H 4.45547 -4.02797 4.48527
H 4.82377 -5.12331 3.11811
O 3.08173 -5.06934 -4.60313
P 2.08857 -4.45897 -3.69535
N 2.69857 -4.14874 -2.17732
C 3.98678 -4.72159 -1.82224
C 1.96038 -3.52124 -1.09543
N 0.63847 -5.26723 -3.56260
C -0.59180 -4.63104 -3.09181
C 0.64962 -6.74107 -3.36097
N 1.58384 -2.93210 -4.22896
C 0.94199 -2.86475 -5.55895
C 2.53887 -1.83435 -4.11500
H 4.84328 -4.24750 -2.30156
H 3.96911 -5.81105 -1.90509
H 4.18436 -4.58586 -0.75370
H 1.76762 -4.26611 -0.31669
H 1.08510 -3.04991 -1.54514
H 2.44748 -2.70336 -0.54845
H -0.60747 -4.70118 -1.99664
H -0.69748 -3.63305 -3.50750
H -1.42216 -5.24490 -3.44594
H 1.69426 -7.03495 -3.25822
H 0.11067 -6.89983 -2.42820
H 0.24663 -7.21032 -4.25539
H 1.66992 -3.12321 -6.33072
H 0.23561 -3.70276 -5.59850
H 0.35124 -1.96473 -5.70547
H 3.26047 -1.80665 -4.93399
H 3.01801 -1.88079 -3.13363
H 2.00819 -0.87621 -4.06503
O -3.83257 8.57869 1.76524
P -3.36973 7.19470 1.45977
N -4.60624 6.02586 1.47719
C -5.66631 6.14730 2.46331
C -4.23315 4.68056 1.14617
N -2.18527 6.67562 2.53843
C -2.41163 7.12992 3.91545
C -1.38038 5.45345 2.40374
N -2.72905 7.01859 -0.03972
C -3.71728 6.96951 -1.13667
C -1.45906 7.62905 -0.38206
H -5.43312 5.52450 3.34072
H -6.62794 5.83129 2.05912
H -5.69559 7.14409 2.90326
H -4.84624 4.20602 0.37362
H -4.17875 3.98938 2.00366
H -3.17846 4.63904 0.86907
H -1.46977 7.10837 4.46388
H -2.65689 8.19160 3.88138
H -3.22850 6.58161 4.39017
H -2.08682 4.65698 2.64289
H -0.90737 5.29184 1.43798
H -0.59524 5.43029 3.15916
H -4.25148 6.02765 -1.18795
H -4.38454 7.82703 -0.98596
H -3.24988 7.22411 -2.08814
H -1.61223 8.70572 -0.56718
H -1.12504 7.32847 -1.37782
H -0.73511 7.49030 0.41498
C -4.79739 -5.81712 -1.71452
S -3.95655 -4.31676 -2.30848
O -5.04992 -3.51773 -2.96197
C -3.92162 -3.50352 -0.68087
H -5.77730 -5.56552 -1.30504
H -4.13276 -6.37688 -1.05807
H -5.09262 -6.48187 -2.53147
H -3.02823 -2.93457 -0.46014
H -3.92743 -4.27466 0.09427
H -4.86393 -2.98058 -0.54331
C -6.25210 -0.58597 -0.62359
S -6.39163 1.22033 -0.75167
O -5.39332 1.68623 -1.75611
C -8.04153 1.05286 -1.48429
H -5.22152 -0.80009 -0.32680
H -6.27927 -1.03629 -1.61965
H -6.93693 -1.05133 0.07934
H -8.75300 0.60595 -0.79176
H -7.94128 0.65430 -2.48980
H -8.45272 2.06818 -1.53307
C 5.84702 2.69578 -0.88474
S 6.92842 1.57740 -1.77888
O 6.23971 0.27126 -2.02398
C 6.95480 2.47280 -3.34414
H 4.79983 2.65663 -1.21561
H 5.96275 3.77667 -1.02425
H 5.89139 2.49956 0.18414
H 7.54763 1.95018 -4.09338
H 7.53015 3.40591 -3.29557
H 5.94931 2.76040 -3.64729
C -3.51125 0.05883 -4.03909
S -3.63168 -0.13269 -5.82662
O -2.23650 -0.04677 -6.37435
C -4.04561 -1.89280 -5.86201
H -2.64104 -0.43493 -3.60253
H -4.44896 -0.29482 -3.60311
H -3.43855 1.06710 -3.62173
H -3.16260 -2.47029 -5.58701
H -4.35042 -2.27659 -6.83943
H -4.92294 -2.19038 -5.28292
C 1.89580 1.86541 -5.68813
S 1.00707 3.32588 -6.29021
O 0.70159 3.01363 -7.73812
C -0.51206 2.96182 -5.32572
H 1.93901 1.85420 -4.59582
H 2.92556 1.89337 -6.04772
H 1.49026 0.91118 -6.02553
H -1.24158 3.74478 -5.50567
H -0.18377 2.71233 -4.31872
H -0.92729 2.02163 -5.70477
C 1.52658 1.86610 4.97560
S 0.91386 0.16406 4.80918
O 1.53163 -0.60186 5.94469
C -0.80427 0.39191 5.25899
H 0.95105 2.59881 4.40630
H 2.54849 1.84623 4.60252
H 1.47762 2.20794 6.00975
H -0.89459 0.48119 6.34423
H -1.41093 -0.47229 4.98442
H -1.28828 1.27536 4.83984
C -1.38449 -3.81923 4.11782
S -1.30839 -2.89489 2.52859
O -1.88947 -3.92743 1.59539
C 0.46346 -2.95286 2.36092
H -1.16589 -4.84713 3.81514
H -2.35789 -3.85320 4.59520
H -0.57552 -3.55440 4.80039
H 0.92268 -2.02172 2.70011
H 0.69333 -3.15045 1.31607
H 0.90270 -3.73837 2.97791
C -4.32712 -1.65523 3.97782
S -5.60346 -0.88068 5.02012
O -4.95585 -0.03176 6.06349
C -6.25571 0.15674 3.72574
H -3.80389 -2.38246 4.59553
H -3.77409 -0.88945 3.44524
H -4.83686 -2.37376 3.32582
H -5.55535 0.85062 3.25491
H -7.07215 0.76375 4.12214
H -6.72288 -0.43944 2.93817
*
```

These are the Löwdin partial charges, in e, on atoms 1 to 2: atom 1 (O): -0.2870, atom 2 (P): 0.5158